The following is a quantum chemistry calculation of a cluster of 2 separate species, C3H8O2 in total, from the Open Molecules 2025 dataset.

Results
Structure (SMILES): CCC=O.O
Frontier orbital gap in Eh: 0.375
Maximum force in eV Å⁻¹: 1.04

ORCA input file:
```
! wB97M-V def2-TZVPD RIJCOSX def2/J DEFGRID3
* xyz 0 1
C -0.1127 0.4602 -1.0977
C -0.8743 0.4393 0.2197
C -1.7604 -0.7924 0.4302
O -2.3894 -1.3630 -0.4083
H -0.0291 1.4268 -1.5897
H -0.6313 -0.1563 -1.8342
H 0.8889 0.0843 -0.9075
H -0.1779 0.4009 1.0560
H -1.5095 1.3081 0.4033
H -1.8028 -1.1196 1.4958
O 2.4786 -0.3411 0.6013
H 3.1684 -0.9250 0.9431
H 2.7515 0.5778 0.6880
*
```